1.
The following is a quantum chemistry calculation of C14H17N3O5S in the gas phase, from the Open Molecules 2025 dataset.

The geometry in ORCA input format:
```
! wB97M-V def2-TZVPD RIJCOSX def2/J DEFGRID3
* xyz 0 1
C 2.224 1.202 0.902
C 0.503 -0.304 1.513
O -3.120 4.458 -1.858
H 4.313 0.959 1.254
H 3.439 -0.557 1.029
H -2.361 -2.092 3.712
N -1.757 -2.104 -0.905
C -1.441 -1.709 3.279
H 2.039 0.182 -1.708
C 3.542 0.466 0.660
C -1.015 0.868 -2.194
H -1.553 2.758 -3.197
H -1.885 -2.254 -1.894
H -0.396 0.417 -2.949
O -3.617 -3.335 -0.528
C -2.353 2.450 -1.218
N -2.566 -2.382 1.239
H 2.132 1.460 1.961
C -1.515 -1.701 1.792
C -0.623 -1.075 0.987
H -0.606 -2.329 3.603
C -2.719 -2.641 -0.115
H 0.147 -1.291 -1.008
H 2.165 2.107 0.293
H -1.244 -0.709 3.655
N -3.098 3.618 -0.981
H -3.239 -2.834 1.842
O -3.668 3.700 0.090
H 3.389 -0.317 -2.733
O 1.092 0.415 0.535
O 0.864 -0.278 2.667
S -2.291 1.241 0.016
C -1.277 0.277 -0.985
C 3.979 0.452 -0.805
C -0.810 -1.076 -0.512
C -1.627 2.119 -2.336
H 4.965 -0.014 -0.866
H 2.895 -1.327 -1.372
H 4.078 1.481 -1.157
C 3.013 -0.300 -1.712
*
```

The calculation puts the frontier orbital gap at 8.4 eV. The value obtained for the highest occupied orbital energy is -0.337 Ha. The LUMO energy comes out at -0.76 eV. The SMILES is CCCCOC(=O)C1=C(C)NC(=O)N[C@H]1c1ccc([N+](=O)[O-])s1.

2.
The following is a quantum chemistry calculation of a molecular structure, C14H17N4O4PdS5Sb, from the Open Molecules 2025 dataset.

The geometry in ORCA input format:
```
! wB97M-V def2-TZVPD RIJCOSX def2/J DEFGRID3
* xyz 0 5
C 0.879 -0.105 -1.853
H -5.317 -3.216 0.592
S -0.390 0.128 5.014
C -0.635 3.678 -0.822
C -0.628 1.668 0.517
N -0.614 0.330 0.632
C 2.679 0.359 -3.982
H 0.089 -2.640 2.285
H -0.398 5.495 0.371
S 2.130 -0.060 2.437
C 0.401 0.198 -3.140
Sb 1.998 -0.480 4.919
C 2.232 -0.099 -1.649
H -3.601 -3.677 0.488
H -0.646 0.133 -3.407
N -1.961 -2.709 2.361
H -0.662 4.168 -1.788
H -4.677 -4.077 1.878
H -1.102 1.641 -1.543
H -0.009 4.217 2.420
C -0.468 4.430 0.329
H 4.524 -0.124 -4.891
O -1.652 -0.461 -1.462
Pd -0.433 -0.155 2.721
O -0.122 -1.938 -0.133
C -0.827 2.318 -0.774
N -0.716 -2.189 2.740
C 3.656 0.514 -5.113
H 3.215 0.161 -6.058
C 3.141 0.104 -2.679
C -4.416 -3.355 1.173
H 2.578 -0.240 -0.672
C -2.961 -1.720 2.127
C 1.292 0.421 -4.175
H 4.180 0.105 -2.487
S -0.421 -0.629 -0.702
H -0.521 -2.500 3.691
N -0.452 2.368 1.613
H -1.858 -3.420 1.655
C -0.287 3.684 1.481
O -2.691 -0.548 2.408
H 1.045 0.660 -5.192
S 2.013 -2.723 5.310
O -4.178 -2.144 1.890
H 3.935 1.588 -5.205
S 2.654 0.838 6.673
*
```

Its expectation value of S² is 6.038. The calculation puts the frontier orbital gap (alpha / beta) at 7.4 / 3.2 eV. The value obtained for the highest occupied orbital energy (alpha / beta) is -0.289 / -0.274 Ha. The LUMO energy (alpha / beta) comes out at -0.43 / -4.24 eV.

3.
The following is a quantum chemistry calculation of C14H17NO4 in the gas phase, from the Open Molecules 2025 dataset.

The geometry in ORCA input format:
```
! wB97M-V def2-TZVPD RIJCOSX def2/J DEFGRID3
* xyz 0 1
H 2.348 0.810 0.291
C -1.716 1.090 -0.432
C -2.176 0.248 2.186
H -2.290 2.325 2.673
C 3.951 -1.872 0.217
N 1.033 0.671 -2.049
C 0.057 -0.052 -2.626
C -2.412 -0.187 3.563
O 3.889 -0.476 -0.001
H -2.427 -1.290 3.684
C -1.753 -0.271 -0.133
C -2.139 1.612 1.877
H -2.011 -1.736 1.391
C -1.984 -0.680 1.165
C 2.543 -0.120 -0.259
C 2.649 -2.216 0.938
H -1.596 -1.013 -0.899
O -1.488 1.607 -1.669
H -1.884 3.076 0.331
C -1.267 0.719 -2.744
H 4.848 -2.072 0.803
C 1.656 -1.278 0.246
O -2.578 0.542 4.508
H 4.018 -2.407 -0.740
C -1.913 2.028 0.587
H 1.183 -1.777 -0.599
O 0.186 -1.183 -3.040
H 2.735 -1.967 1.996
H -2.090 0.006 -2.862
H 2.381 -3.264 0.838
H 2.456 -0.781 -2.327
H 3.106 0.861 -2.097
H 0.878 -0.925 0.922
C 2.346 0.149 -1.764
H 0.808 1.592 -1.701
H -1.225 1.350 -3.636
*
```

The calculation puts the frontier orbital gap at 9.4 eV. The value obtained for the highest occupied orbital energy is -0.339 Ha. The LUMO energy comes out at 0.16 eV. The SMILES is O=Cc1ccc(OCC(=O)NC[C@H]2CCCO2)cc1.

Energy above the lowest of the compared OMol25 structures with the same formula, charge and spin? In order: 195.3; 141.6; 137.3 kJ/mol.